Computed, not measured: 14 unconnected molecules or ions with the total composition C72H186N30O8P8 in a non-equilibrium geometry, with ωB97M-V/def2-TZVPD.

Calculated values
- ΔE to the lowest compared entry with this formula, charge and spin: 25.25 kcal per mole
- Gap between HOMO and LUMO: 8.29 eV
- Energy: -213082.4281 eV
- Lowest unoccupied orbital energy: 0.0 eV

```
! RIJCOSX wB97M-V def2-TZVPD def2/J DEFGRID3
* xyz 0 1
C 6.741 1.809 1.134
C 5.912 0.742 0.488
C 6.708 -0.640 0.497
C 8.045 -0.645 -0.056
N 9.121 -0.753 -0.549
H 7.136 1.459 2.081
H 6.171 2.703 1.358
H 7.511 2.083 0.368
H 5.761 0.919 -0.605
H 4.995 0.507 1.020
H 6.058 -1.413 0.084
H 6.803 -1.029 1.585
C 5.166 4.861 -1.219
C 4.783 6.040 -0.302
C 3.352 6.681 -0.664
C 2.977 7.846 0.209
N 2.675 8.788 0.790
H 6.228 4.724 -1.112
H 4.982 5.187 -2.294
H 4.675 3.927 -0.999
H 5.592 6.821 -0.449
H 4.754 5.700 0.750
H 2.569 5.941 -0.337
H 3.282 6.988 -1.690
C -0.428 4.366 -0.736
C -0.828 3.924 -2.166
C 0.354 3.634 -3.068
C 1.333 4.705 -3.339
N 2.124 5.518 -3.624
H -1.117 5.030 -0.299
H 0.448 4.979 -0.785
H -0.220 3.523 -0.066
H -1.469 4.708 -2.596
H -1.362 2.953 -2.077
H -0.084 3.303 -4.011
H 0.881 2.763 -2.735
C 3.548 -1.891 6.690
C 2.191 -2.340 7.216
C 0.993 -1.774 6.379
C 1.027 -0.289 6.311
N 1.097 0.844 6.308
H 3.700 -0.872 7.012
H 3.590 -1.841 5.645
H 4.280 -2.591 6.971
H 2.070 -2.054 8.264
H 2.123 -3.449 7.120
H -0.035 -2.126 6.623
H 1.103 -2.125 5.364
C 7.263 -2.470 -4.534
C 7.304 -3.966 -3.942
C 6.764 -3.916 -2.502
C 5.659 -2.942 -2.369
N 4.877 -2.134 -2.135
H 6.294 -2.197 -4.996
H 7.997 -2.313 -5.351
H 7.563 -1.770 -3.703
H 8.336 -4.239 -3.880
H 6.796 -4.594 -4.641
H 7.603 -3.475 -1.958
H 6.541 -4.815 -1.938
C 3.117 -3.008 2.924
C 4.564 -2.866 2.354
C 4.818 -4.111 1.521
C 6.201 -4.282 1.062
N 7.203 -4.682 0.746
H 2.259 -3.082 2.268
H 2.937 -2.277 3.635
H 3.256 -3.931 3.534
H 5.280 -2.797 3.148
H 4.809 -2.007 1.755
H 4.239 -4.041 0.554
H 4.515 -5.028 1.940
O 5.440 1.456 -6.435
P 4.375 0.756 -5.713
N 4.517 0.977 -4.029
C 3.369 1.030 -3.072
C 5.859 0.671 -3.484
N 4.191 -0.931 -5.886
C 4.586 -1.444 -7.180
C 3.115 -1.613 -5.260
N 2.832 1.530 -5.993
C 2.221 1.137 -7.263
C 2.868 2.971 -5.762
H 3.424 1.903 -2.442
H 3.272 0.158 -2.432
H 2.464 1.095 -3.649
H 6.494 0.163 -4.206
H 5.749 0.045 -2.602
H 6.335 1.613 -3.123
H 5.477 -0.904 -7.462
H 4.836 -2.550 -7.248
H 3.880 -1.174 -8.011
H 2.238 -1.785 -5.888
H 3.426 -2.600 -4.876
H 2.758 -1.081 -4.333
H 1.174 1.426 -7.288
H 2.756 1.574 -8.119
H 2.216 0.079 -7.405
H 3.156 3.200 -4.735
H 1.893 3.417 -5.881
H 3.526 3.463 -6.486
O -5.827 -2.556 -1.089
P -5.249 -3.640 -0.235
N -3.540 -3.792 -0.249
C -3.009 -3.861 -1.624
C -2.872 -4.710 0.677
N -6.070 -5.066 -0.565
C -5.905 -6.261 0.216
C -6.859 -5.243 -1.752
N -5.420 -3.427 1.467
C -6.806 -3.624 1.960
C -4.832 -2.190 2.046
H -1.933 -3.525 -1.553
H -3.605 -3.254 -2.281
H -2.948 -4.932 -1.893
H -3.057 -5.791 0.575
H -3.102 -4.484 1.734
H -1.773 -4.608 0.453
H -5.275 -6.934 -0.349
H -5.453 -6.036 1.158
H -6.874 -6.718 0.407
H -6.378 -5.977 -2.418
H -7.832 -5.648 -1.487
H -6.915 -4.323 -2.306
H -6.706 -3.682 3.029
H -7.544 -2.792 1.859
H -7.089 -4.599 1.571
H -3.818 -2.005 1.640
H -4.736 -2.436 3.140
H -5.481 -1.315 1.915
O 2.034 5.142 1.479
P 1.816 5.509 2.901
N 3.120 5.998 3.829
C 3.729 7.254 3.522
C 4.049 4.994 4.230
N 1.110 4.350 3.856
C 0.737 4.708 5.163
C 0.206 3.444 3.191
N 0.775 6.814 2.859
C -0.297 6.789 1.884
C 0.383 7.467 4.102
H 4.143 7.671 4.439
H 3.027 7.939 3.054
H 4.619 7.217 2.798
H 4.771 4.834 3.351
H 3.457 4.107 4.516
H 4.643 5.350 5.045
H -0.189 5.235 5.182
H 0.609 3.768 5.738
H 1.457 5.280 5.668
H 0.594 3.221 2.194
H 0.075 2.486 3.762
H -0.890 3.840 3.140
H -0.757 7.756 1.891
H 0.158 6.674 0.894
H -1.149 6.015 1.990
H -0.472 7.034 4.644
H 0.095 8.514 3.824
H 1.272 7.503 4.740
O -3.117 1.800 4.601
P -4.126 1.806 5.720
N -3.529 0.823 6.946
C -4.209 0.576 8.215
C -2.422 0.022 6.617
N -5.633 1.348 5.194
C -5.733 0.750 3.868
C -6.810 1.271 6.066
N -4.445 3.259 6.470
C -5.205 4.256 5.734
C -3.465 3.826 7.349
H -4.844 1.437 8.445
H -3.439 0.425 8.931
H -4.798 -0.308 8.270
H -2.593 -0.661 5.726
H -2.148 -0.558 7.506
H -1.613 0.564 6.242
H -6.118 1.428 3.099
H -4.718 0.386 3.619
H -6.477 -0.030 3.961
H -7.734 1.600 5.575
H -7.012 0.230 6.391
H -6.687 1.846 6.989
H -4.541 4.870 5.111
H -6.008 3.759 5.186
H -5.748 4.958 6.425
H -2.746 4.505 6.826
H -2.942 3.013 7.828
H -3.956 4.506 8.041
O -7.975 3.695 -1.017
P -6.493 3.421 -1.014
N -5.352 4.364 -0.195
C -5.261 5.733 -0.732
C -5.396 4.332 1.225
N -5.916 3.481 -2.570
C -6.652 4.037 -3.697
C -4.519 3.299 -2.896
N -6.128 1.984 -0.295
C -4.867 1.369 0.006
C -7.103 0.912 -0.603
H -4.872 5.690 -1.760
H -4.701 6.401 -0.072
H -6.231 6.203 -0.971
H -5.864 5.239 1.589
H -4.411 4.211 1.659
H -6.004 3.485 1.589
H -6.080 4.874 -4.021
H -6.633 3.303 -4.491
H -7.670 4.217 -3.410
H -3.983 2.831 -2.042
H -4.430 2.800 -3.964
H -4.059 4.322 -3.037
H -4.406 0.876 -0.870
H -4.111 2.046 0.352
H -4.952 0.543 0.672
H -8.030 1.299 -1.047
H -7.390 0.347 0.222
H -6.729 0.173 -1.312
O -2.436 -3.252 -5.458
P -2.462 -1.889 -4.937
N -1.085 -1.639 -4.033
C -0.269 -2.821 -3.628
C -0.445 -0.343 -3.830
N -3.772 -1.518 -3.995
C -5.090 -1.671 -4.604
C -3.658 -0.798 -2.749
N -2.541 -0.846 -6.294
C -3.070 0.469 -6.340
C -1.346 -0.898 -7.119
H -0.178 -2.776 -2.532
H 0.694 -2.717 -4.090
H -0.709 -3.770 -3.976
H 0.490 -0.257 -4.432
H -0.210 -0.192 -2.798
H -1.176 0.396 -4.121
H -5.809 -1.293 -3.897
H -5.125 -1.089 -5.530
H -5.306 -2.752 -4.793
H -4.467 -1.069 -2.069
H -2.782 -1.061 -2.159
H -3.515 0.286 -2.931
H -3.625 0.761 -5.409
H -2.226 1.152 -6.458
H -3.701 0.569 -7.149
H -0.554 -0.623 -6.491
H -1.417 -0.190 -7.996
H -1.165 -1.900 -7.515
O 0.163 0.623 -0.626
P 0.669 0.185 0.689
N -0.470 0.067 1.814
C -1.582 0.968 1.659
C -0.479 -0.607 3.073
N 1.896 1.188 1.049
C 2.483 2.156 0.134
C 2.516 1.053 2.404
N 1.340 -1.334 0.656
C 0.420 -2.375 0.278
C 2.464 -1.422 -0.234
H -1.303 1.877 1.189
H -1.955 1.162 2.686
H -2.350 0.444 1.101
H -0.577 0.046 3.880
H 0.320 -1.297 3.239
H -1.418 -1.237 3.098
H 3.388 1.740 -0.397
H 1.706 2.425 -0.578
H 2.763 3.048 0.748
H 2.648 2.031 2.890
H 1.907 0.335 3.049
H 3.500 0.545 2.408
H 0.415 -3.235 0.978
H -0.618 -2.063 0.349
H 0.656 -2.829 -0.679
H 2.892 -2.415 -0.056
H 3.278 -0.746 0.013
H 2.192 -1.375 -1.241
O -0.100 -5.549 -0.524
P 1.003 -6.463 -0.972
N 1.486 -7.435 0.227
C 0.543 -8.402 0.734
C 2.032 -6.711 1.334
N 2.382 -5.714 -1.517
C 3.688 -6.293 -1.593
C 2.194 -4.654 -2.535
N 0.376 -7.580 -2.135
C 1.306 -8.372 -2.880
C -0.898 -7.312 -2.773
H 0.040 -9.009 -0.068
H -0.282 -7.896 1.282
H 1.129 -9.138 1.359
H 1.277 -6.063 1.826
H 2.768 -5.953 1.067
H 2.475 -7.271 2.153
H 3.852 -7.139 -2.392
H 4.404 -5.486 -1.717
H 4.004 -6.776 -0.656
H 2.926 -3.811 -2.440
H 2.150 -5.048 -3.551
H 1.210 -4.138 -2.337
H 0.795 -9.167 -3.377
H 1.718 -7.784 -3.724
H 2.115 -8.743 -2.207
H -1.521 -6.737 -2.032
H -1.430 -8.270 -3.011
H -0.693 -6.776 -3.677
*
```

---

Computed, not measured: a molecular structure, C72H59BCdN3O6P3, with ωB97M-V/def2-TZVPD.

Calculated values
- Gap between HOMO and LUMO: 5.69 eV
- Energy: -125491.4662 eV
- Lowest unoccupied orbital energy: 3.8 eV

```
! RIJCOSX wB97M-V def2-TZVPD def2/J DEFGRID3
* xyz -2 1
Cd 0.404 0.096 1.268
O -2.776 2.771 2.146
C -2.096 2.606 1.137
O -1.157 1.774 0.925
C -2.295 3.501 -0.102
P -1.251 2.849 -1.496
C 0.422 3.576 -1.227
C 1.265 3.719 -2.336
C 2.569 4.175 -2.199
C 3.069 4.476 -0.936
C 2.256 4.315 0.177
C 0.945 3.868 0.035
C -1.915 4.027 -2.805
C -1.444 5.295 -3.143
C -2.071 6.064 -4.118
C -3.197 5.588 -4.778
C -3.695 4.333 -4.447
C -3.055 3.568 -3.478
H -2.020 4.523 0.164
H -3.337 3.498 -0.416
H 0.900 3.449 -3.323
H 3.203 4.272 -3.074
H 4.093 4.813 -0.822
H 2.634 4.506 1.174
H 0.353 3.726 0.928
H -0.574 5.694 -2.634
H -1.678 7.044 -4.361
H -3.678 6.186 -5.543
H -4.576 3.947 -4.947
H -3.447 2.585 -3.227
C -5.115 -1.463 1.214
C -4.176 -0.765 0.457
C -2.836 -0.757 0.799
C -2.346 -1.431 1.938
C -3.323 -2.088 2.723
C -4.662 -2.110 2.358
N -1.006 -1.362 2.269
C -0.497 -2.213 3.253
C 0.395 -1.707 4.206
C 0.966 -2.510 5.181
C 0.659 -3.865 5.253
C -0.230 -4.389 4.316
C -0.796 -3.584 3.338
H -6.165 -1.467 0.945
H -4.503 -0.192 -0.407
H -2.147 -0.155 0.225
H -3.025 -2.565 3.646
H -5.369 -2.630 2.997
H 0.613 -0.649 4.177
H 1.650 -2.065 5.898
H 1.093 -4.494 6.020
H -0.483 -5.444 4.345
H -1.473 -4.014 2.611
O 3.006 -0.725 2.727
C 2.789 0.355 3.242
N 3.615 0.908 4.232
C 2.907 1.976 4.907
C 1.777 2.237 3.844
O 1.091 3.242 3.889
N 1.730 1.203 2.973
C 3.727 3.241 5.091
C 3.289 4.243 5.953
C 3.961 5.457 6.026
C 5.082 5.686 5.237
C 5.521 4.692 4.372
C 4.845 3.479 4.298
C 2.279 1.465 6.207
C 0.909 1.268 6.362
C 0.411 0.667 7.515
C 1.268 0.271 8.531
C 2.636 0.484 8.395
C 3.132 1.074 7.242
H 4.166 0.255 4.765
H 2.404 4.073 6.554
H 3.598 6.232 6.691
H 5.602 6.636 5.287
H 6.386 4.865 3.742
H 5.166 2.706 3.609
H 0.223 1.576 5.580
H -0.655 0.494 7.602
H 0.876 -0.205 9.422
H 3.316 0.180 9.182
H 4.201 1.236 7.135
O 1.969 0.637 -1.650
B 1.941 0.576 -0.232
O 3.199 1.070 0.222
C 3.924 1.406 -0.880
C 5.201 1.912 -0.950
C 5.712 2.176 -2.227
C 4.956 1.926 -3.369
C 3.662 1.399 -3.280
C 3.179 1.146 -2.018
H 5.771 2.108 -0.050
H 6.715 2.575 -2.327
H 5.378 2.137 -4.345
H 3.061 1.197 -4.160
C -2.457 -1.030 -2.863
P -0.877 -1.211 -1.915
C -1.002 -2.859 -1.126
C 0.134 -3.353 -0.473
C 0.116 -4.590 0.154
C -1.055 -5.337 0.182
C -2.216 -4.811 -0.370
C -2.188 -3.577 -1.010
C 0.279 -1.479 -3.339
C 1.263 -2.459 -3.425
C 2.165 -2.477 -4.487
C 2.103 -1.519 -5.487
C 1.131 -0.528 -5.411
C 0.244 -0.503 -4.346
P -3.106 -1.997 -4.324
C -4.421 -3.074 -3.603
C -4.664 -4.373 -4.060
C -5.752 -5.105 -3.598
C -6.631 -4.555 -2.676
C -6.420 -3.256 -2.232
C -5.341 -2.523 -2.704
C -1.809 -3.206 -4.828
C -1.189 -2.961 -6.054
C -0.213 -3.819 -6.552
C 0.147 -4.948 -5.832
C -0.470 -5.213 -4.615
C -1.436 -4.350 -4.118
H -2.397 -0.002 -3.226
H -3.249 -1.002 -2.109
H 1.035 -2.750 -0.433
H 1.006 -4.950 0.656
H -1.072 -6.302 0.677
H -3.151 -5.356 -0.303
H -3.111 -3.173 -1.404
H 1.326 -3.234 -2.673
H 2.923 -3.252 -4.524
H 2.810 -1.536 -6.309
H 1.068 0.236 -6.180
H -0.473 0.310 -4.283
H -3.994 -4.825 -4.777
H -5.906 -6.116 -3.958
H -7.473 -5.130 -2.309
H -7.093 -2.809 -1.510
H -5.209 -1.510 -2.344
H -1.471 -2.079 -6.617
H 0.269 -3.597 -7.497
H 0.912 -5.615 -6.212
H -0.191 -6.089 -4.039
H -1.896 -4.569 -3.163
*
```